1.
The following is a quantum chemistry calculation of a 2-piece molecular cluster, C4H9N2O2 overall in a non-equilibrium geometry, from the OMol25 dataset.

XYZ file:
```
17
Properties=species:S:1:pos:R:3:forces:R:3
N -0.856620 -1.044152 1.871038 1.066 -0.337 -2.752
C -0.653598 -1.396693 0.507493 -2.881 1.815 2.950
O 0.283341 -2.239548 0.307631 -0.622 0.019 -1.233
O -1.448452 -0.893215 -0.328035 2.233 -1.673 0.093
H -1.755940 -0.683805 2.075331 -0.773 0.233 0.143
H -0.426673 -1.633409 2.531761 0.431 -0.601 0.952
N -0.792349 2.124079 -1.163898 0.047 -0.418 0.563
C 0.654205 2.170580 -0.832177 0.128 0.353 -0.593
C 1.956780 0.060007 -0.484155 0.694 -0.106 -0.694
C 1.084040 0.966285 -0.020027 0.538 -0.175 -1.086
H -1.393355 2.339638 -0.349803 0.643 -0.273 -0.579
H -0.971200 1.146895 -1.416090 -0.329 0.473 0.065
H 0.838817 3.086042 -0.245229 0.079 -0.092 -0.561
H 1.168764 2.185035 -1.852901 -0.240 0.175 1.607
H 1.995583 -1.018692 -0.077398 0.682 2.292 -0.646
H 2.625121 0.436566 -1.375063 -1.454 -1.376 1.558
H 0.533990 0.843276 0.895833 -0.242 -0.310 0.213
```
Positions in Å, forces in eV/Å.

Results
Net charge: 0
F_max in eV Å⁻¹: 4.5
Multiplicity: 2
E_HOMO (spin up / spin down) in eV: -9.046 / -9.027
Calculated total energy in eV: -11365.85373
ΔE to the lowest compared entry with this formula, charge and spin in kJ/mol: 150.0
LUMO energy (spin up / spin down) in eV: 0.64 / -4.05



2.
The following is a quantum chemistry calculation of C21H25MnN3O2PS2 as an isolated structure in a non-equilibrium geometry, from the OMol25 dataset.

XYZ file:
```
55
Properties=species:S:1:pos:R:3:forces:R:3
Mn -0.104211 0.158301 0.258025 -0.581 0.533 0.838
C -0.887830 3.777754 -1.963621 0.163 -0.199 -0.320
C -0.471726 3.425507 -3.240159 -0.071 -0.002 0.373
C 0.070357 2.163637 -3.433792 0.080 -0.473 0.368
C 0.149512 1.282457 -2.361716 -0.122 0.583 -0.396
N -0.266875 1.628449 -1.115376 0.078 0.192 -0.488
C -0.750549 2.860189 -0.935496 -0.190 0.436 0.292
C 0.683869 -0.079683 -2.440649 0.171 -0.248 -0.209
C 1.221223 -0.702627 -3.561681 -0.145 0.135 0.370
C 1.700887 -1.999093 -3.440005 -0.131 0.152 0.278
C 1.626681 -2.652499 -2.218602 -0.154 0.237 0.264
C 1.071941 -1.982750 -1.132596 0.123 -0.054 -0.310
N 0.618964 -0.717271 -1.252939 0.769 -0.956 -1.564
C 0.904049 -2.498539 0.228669 0.146 -0.617 0.351
C 1.296241 -3.765571 0.642763 -0.142 0.567 -0.322
C 1.088300 -4.144350 1.960938 -0.168 0.307 0.202
C 0.493012 -3.236529 2.825572 0.152 -0.174 -0.348
C 0.124299 -1.988570 2.345282 -0.211 0.104 0.615
N 0.318730 -1.610792 1.078803 0.232 -0.532 -0.016
H -1.307613 4.750466 -1.765257 -0.016 0.071 0.090
H -0.556779 4.117253 -4.064929 -0.003 0.042 -0.041
H 0.427988 1.864086 -4.405202 0.001 -0.038 -0.099
H -1.029255 3.127741 0.076992 -0.001 -0.130 -0.106
H 1.277121 -0.198472 -4.511365 -0.035 0.133 -0.062
H 2.133620 -2.495826 -4.292331 0.048 -0.081 -0.128
H 2.000384 -3.658381 -2.127446 -0.001 -0.104 0.106
H 1.760831 -4.442516 -0.055965 0.024 -0.052 -0.055
H 1.387035 -5.125400 2.300583 0.008 -0.032 0.031
H 0.317356 -3.487893 3.858767 -0.067 0.054 0.095
H -0.345013 -1.270281 3.008101 0.005 0.011 -0.130
C -0.728120 4.647049 5.358010 0.035 -0.222 0.046
C 0.062384 3.545353 4.682029 0.291 0.528 0.050
C 0.577315 3.960453 3.319814 0.110 -0.179 0.094
O -0.773638 2.354058 4.580105 0.190 0.093 -0.394
P -1.890173 2.019100 3.560474 -3.022 -1.675 2.382
S -3.126949 0.663990 4.362461 1.535 1.186 -1.321
S -0.881383 1.255615 1.880236 0.442 0.112 -0.305
O -2.517835 3.375618 3.071785 1.232 -0.346 0.143
C -3.798113 3.623684 2.440206 -0.870 0.182 -0.367
C -4.919329 3.532804 3.456208 0.095 -0.077 0.026
C -4.036866 2.688069 1.271035 0.087 0.015 0.101
H -0.071847 5.483212 5.578675 0.098 0.097 0.036
H -1.156269 4.287948 6.290631 -0.035 0.019 0.060
H -1.525887 4.994480 4.705259 -0.039 0.047 0.017
H 0.884209 3.203725 5.319201 -0.158 0.094 -0.110
H -0.256270 4.257022 2.687288 -0.017 0.120 -0.102
H 1.119086 3.146120 2.841083 0.094 0.028 -0.014
H 1.245750 4.808815 3.429375 0.081 0.091 0.016
H -3.691195 4.657133 2.083594 0.002 -0.263 0.115
H -5.095114 2.495765 3.739112 0.019 0.081 0.039
H -5.834510 3.921672 3.020221 -0.085 0.118 -0.099
H -4.689954 4.111713 4.346183 0.017 0.060 0.081
H -4.124575 1.660757 1.621790 -0.035 -0.072 0.012
H -3.238840 2.740398 0.534601 0.069 0.055 -0.118
H -4.969873 2.960951 0.787473 -0.098 0.043 -0.066
```
Positions in Å, forces in eV/Å.

Results
Net charge: +2
F_max in eV Å⁻¹: 4.2
Multiplicity: 5
E_HOMO (spin up / spin down) in eV: -13.400 / -13.353
Calculated total energy in eV: -93016.36044
LUMO energy (spin up / spin down) in eV: -7.59 / -8.02



3.
The following is a quantum chemistry calculation of one molecule with the formula C2H4N2S3 in a non-equilibrium geometry, from the OMol25 dataset.

XYZ file:
```
11
Properties=species:S:1:pos:R:3:forces:R:3
C 1.622329 -0.172728 -0.351627 0.014 -1.060 0.677
C -1.918519 0.476322 -0.139282 0.830 -0.674 0.055
H 1.575800 -1.914377 0.763813 -0.254 1.137 -0.527
H 0.001621 -1.130007 0.619786 2.121 0.326 -0.550
H -0.627930 1.766119 0.912043 -0.471 -0.414 -0.753
H -2.716497 0.902602 0.493390 0.189 -0.360 -0.378
N 1.055707 -1.071157 0.464246 -2.066 -1.077 0.946
N -0.725133 1.136148 0.103394 -0.136 0.042 -0.270
S 3.180512 -0.261851 -0.824150 0.445 0.243 -0.412
S 0.657469 1.142279 -0.938549 -0.734 0.194 0.344
S -2.105358 -0.873353 -1.103068 0.061 1.644 0.868
```
Positions in Å, forces in eV/Å.

Results
Net charge: 0
F_max in eV Å⁻¹: 2.5
Multiplicity: 1
E_HOMO in eV: -8.702
Calculated total energy in eV: -37624.19613
ΔE to the lowest compared entry with this formula, charge and spin in kJ/mol: 22.0
LUMO energy in eV: -0.25
SMILES: NC(=S)SNC=S



4.
The following is a quantum chemistry calculation of a 2-piece molecular cluster, C13H29N2O4Si overall, from the OMol25 dataset.

XYZ file:
```
49
Properties=species:S:1:pos:R:3:forces:R:3
O -0.593480 0.262952 1.585093 0.243 0.039 -0.067
N -0.909435 1.219905 2.180011 -0.280 0.056 -0.020
O -1.705827 2.055219 1.398596 0.076 -0.282 0.012
Si -2.816816 3.014147 2.275727 -0.141 0.236 0.178
C -3.983367 3.737874 1.014807 -0.079 0.032 -0.032
C -5.436653 3.782016 1.518445 0.033 0.032 0.079
C -6.079666 2.388712 1.568375 0.053 -0.076 0.010
C -7.151541 2.289152 2.618439 -0.076 0.050 -0.016
O -7.141567 1.539089 3.556109 0.010 -0.021 0.012
O -8.146044 3.175530 2.405293 0.015 0.026 -0.025
H -2.095125 4.060192 3.024555 0.076 -0.026 -0.043
H -3.512706 2.138128 3.236548 0.050 -0.059 -0.025
H -3.646448 4.756147 0.806108 0.030 -0.026 -0.091
H -3.926740 3.181357 0.075210 0.030 0.003 0.017
H -5.467610 4.235794 2.513908 0.007 -0.019 0.006
H -6.029965 4.435695 0.879528 -0.015 -0.002 0.023
H -6.516720 2.139663 0.599391 0.018 0.014 -0.016
H -5.347043 1.620140 1.812467 -0.002 0.012 -0.012
H -8.780230 3.074868 3.130953 -0.010 -0.019 0.000
C 1.161164 0.990051 -1.455586 -0.044 -0.009 -0.029
C 1.060688 -0.412943 -2.046466 0.013 0.058 0.086
C 1.194856 -1.511335 -0.989283 -0.009 -0.020 -0.133
C 2.517650 -1.616815 -0.249981 -0.098 -0.042 0.083
N 3.769887 -1.934140 -1.068271 0.096 0.066 0.006
C 4.719370 -2.726093 -0.196701 -0.051 -0.003 0.037
C 4.221991 -4.152461 -0.308404 -0.039 -0.010 -0.021
C 3.832636 -4.280074 -1.788295 -0.022 0.008 0.027
C 3.529657 -2.847935 -2.256200 0.035 -0.077 -0.032
C 4.424847 -0.662841 -1.497374 -0.060 -0.014 -0.023
H 2.135705 1.185874 -1.002114 -0.007 0.012 0.011
H 1.000628 1.750543 -2.218619 0.016 -0.010 -0.012
H 0.401261 1.125258 -0.685567 0.015 0.038 0.008
H 1.789005 -0.539716 -2.853669 -0.012 -0.047 -0.008
H 0.083722 -0.533558 -2.516693 0.001 0.015 -0.007
H 0.919390 -2.483871 -1.404013 0.016 -0.005 0.007
H 0.458118 -1.319629 -0.204334 0.019 0.007 0.015
H 2.436556 -2.398758 0.501628 -0.004 -0.024 -0.030
H 2.745468 -0.689274 0.273851 0.026 -0.007 -0.002
H 5.715068 -2.612321 -0.624822 0.000 -0.015 -0.002
H 4.705592 -2.306440 0.807189 0.043 0.033 -0.015
H 3.358145 -4.311046 0.337027 0.013 -0.019 0.010
H 4.984270 -4.866982 -0.007453 0.021 0.021 -0.008
H 2.980942 -4.941369 -1.928577 -0.017 0.022 0.004
H 4.656900 -4.686390 -2.371501 0.006 -0.003 0.011
H 2.519348 -2.707584 -2.618758 0.003 0.037 0.010
H 4.214756 -2.526911 -3.037109 0.006 -0.001 0.008
H 4.662023 -0.077059 -0.612539 0.002 0.004 -0.005
H 3.749749 -0.107865 -2.140916 -0.004 0.012 0.017
H 5.337590 -0.904893 -2.036014 -0.003 0.002 -0.002
```
Positions in Å, forces in eV/Å.

Results
Net charge: +1
F_max in eV Å⁻¹: 0.3
Multiplicity: 1
E_HOMO in eV: -11.978
Calculated total energy in eV: -32992.04010
LUMO energy in eV: -2.28



5.
The following is a quantum chemistry calculation of one molecule with the formula C21H24O2, from the OMol25 dataset.

XYZ file:
```
47
Properties=species:S:1:pos:R:3:forces:R:3
O 2.174820 -0.982067 0.531640 0.028 0.023 0.037
C 2.285125 0.187554 0.233514 -0.187 0.268 0.072
C 3.366228 0.647012 -0.677591 0.477 -0.166 -0.328
C 4.347567 -0.279605 -1.033548 -0.123 0.015 0.082
C 5.383314 0.074642 -1.875045 0.037 -0.030 -0.018
C 5.451291 1.363355 -2.379394 -0.026 0.060 -0.010
C 4.479070 2.290469 -2.038858 0.091 0.098 -0.102
C 3.442931 1.940056 -1.193084 -0.107 -0.169 0.143
H 2.694028 2.676466 -0.946538 -0.078 0.063 0.051
H 4.529914 3.293813 -2.435676 -0.002 0.070 -0.029
H 6.259195 1.645954 -3.037998 0.062 0.027 -0.052
H 6.137810 -0.651310 -2.139246 0.059 -0.058 -0.015
H 4.276523 -1.278956 -0.630215 -0.010 -0.058 0.025
C 1.329826 1.239640 0.755776 -0.249 -0.477 0.340
C 0.354444 0.665976 1.779976 -0.066 0.329 -0.205
C -0.742636 1.665923 2.133706 0.054 -0.181 0.188
C -1.721563 1.153655 3.193872 0.021 -0.064 -0.104
C -2.376876 -0.190016 2.866515 -0.063 0.321 -0.111
C -3.091874 -0.198886 1.517644 0.140 -0.228 0.254
C -3.710686 -1.567861 1.205301 -0.165 0.149 -0.066
C -3.917215 -1.741549 -0.284443 -0.198 -0.136 0.456
O -5.015153 -1.900950 -0.768927 0.021 0.072 -0.061
C -2.697160 -1.654444 -1.131759 0.243 -0.021 -0.584
C -1.419083 -1.965884 -0.669510 -0.223 0.018 -0.010
C -0.321809 -1.827859 -1.499257 0.161 -0.030 -0.028
C -0.484055 -1.375998 -2.799250 0.016 -0.013 -0.010
C -1.751902 -1.083202 -3.276245 0.017 0.033 -0.071
C -2.850271 -1.226375 -2.450273 -0.078 -0.022 0.167
H -3.845139 -0.999807 -2.804339 -0.075 0.005 -0.021
H -1.882827 -0.742149 -4.292793 -0.012 0.034 -0.073
H 0.377303 -1.259233 -3.440896 0.069 0.003 -0.048
H 0.662224 -2.064352 -1.123447 0.068 -0.034 0.029
H -1.271286 -2.336357 0.333030 0.015 0.020 0.160
H -4.671808 -1.682073 1.708333 0.042 -0.086 -0.069
H -3.046857 -2.359624 1.558356 0.042 -0.038 0.045
H -3.874279 0.562427 1.508560 -0.007 0.072 -0.071
H -2.378550 0.050831 0.731933 -0.022 0.106 0.003
H -3.093646 -0.427105 3.656333 0.024 -0.103 0.035
H -1.614667 -0.971439 2.874407 -0.004 -0.122 0.010
H -1.192009 1.051351 4.144085 -0.018 0.076 0.067
H -2.501246 1.906776 3.331461 -0.017 0.022 0.100
H -0.281886 2.582506 2.512227 -0.029 0.080 -0.072
H -1.292035 1.932832 1.228214 0.014 0.078 -0.064
H 0.901931 0.380007 2.680135 -0.010 -0.121 0.025
H -0.081123 -0.238489 1.356334 0.016 -0.082 0.075
H 1.902522 2.063427 1.187247 0.007 0.086 -0.096
H 0.771576 1.630918 -0.100263 0.043 0.112 -0.046
```
Positions in Å, forces in eV/Å.

Results
Net charge: 0
F_max in eV Å⁻¹: 0.6
Multiplicity: 1
E_HOMO in eV: -9.365
Calculated total energy in eV: -26262.02848
ΔE to the lowest compared entry with this formula, charge and spin in kJ/mol: 0.0
LUMO energy in eV: 0.19
SMILES: O=C(CCCCCCCC(=O)c1ccccc1)c1ccccc1



6.
The following is a quantum chemistry calculation of one molecule with the formula C8H8F2O2S in a non-equilibrium geometry, from the OMol25 dataset.

XYZ file:
```
21
Properties=species:S:1:pos:R:3:forces:R:3
C -2.922595 1.075321 -0.842846 0.090 1.452 0.437
C -2.721266 -0.078852 -0.140841 0.505 -0.989 0.007
C -1.860523 1.979404 -0.972450 -1.168 1.308 -2.044
C -1.435028 -0.478483 0.200481 1.259 1.464 0.617
C -0.665792 1.692049 -0.404132 2.824 0.085 1.458
C -0.386758 0.451690 0.201609 -2.529 0.021 -2.360
C 2.602125 -1.816652 0.368322 -1.852 -2.421 0.154
C 3.353915 1.329696 0.351005 0.114 0.731 0.940
O 0.853374 0.109359 0.661860 1.379 -0.269 2.104
O 1.883854 -0.187041 -1.499448 0.759 0.332 0.002
F 4.201612 1.358775 -0.706566 0.204 -0.284 0.146
F 4.107377 0.796478 1.419904 -0.446 0.165 -0.816
S 2.228945 -0.120295 -0.100209 -1.478 -0.903 -1.218
H -3.876521 1.480618 -1.123518 -0.495 -0.514 -0.244
H -3.461370 -0.785080 0.183296 -0.738 0.022 -0.476
H -2.003467 2.914869 -1.658826 0.327 -1.666 1.795
H -1.262176 -1.443784 0.580953 0.122 -1.077 0.565
H 0.146431 2.416753 -0.274631 -0.292 -0.029 -0.680
H 2.261189 -2.383520 1.290019 0.291 1.724 -0.504
H 1.975010 -2.295909 -0.419104 0.440 0.177 0.304
H 3.604309 -2.156337 0.178377 0.684 0.672 -0.187
```
Positions in Å, forces in eV/Å.

Results
Net charge: 0
F_max in eV Å⁻¹: 3.5
Multiplicity: 1
E_HOMO in eV: -8.542
Calculated total energy in eV: -28785.72343
ΔE to the lowest compared entry with this formula, charge and spin in kJ/mol: 431.6
LUMO energy in eV: 0.42
SMILES: C[S@@](=O)(Oc1ccccc1)=C(F)F



Repeat the first record exactly.
The following is a quantum chemistry calculation of a 2-piece molecular cluster, C4H9N2O2 overall in a non-equilibrium geometry, from the OMol25 dataset.

XYZ file:
```
17
Properties=species:S:1:pos:R:3:forces:R:3
N -0.856620 -1.044152 1.871038 1.066 -0.337 -2.752
C -0.653598 -1.396693 0.507493 -2.881 1.815 2.950
O 0.283341 -2.239548 0.307631 -0.622 0.019 -1.233
O -1.448452 -0.893215 -0.328035 2.233 -1.673 0.093
H -1.755940 -0.683805 2.075331 -0.773 0.233 0.143
H -0.426673 -1.633409 2.531761 0.431 -0.601 0.952
N -0.792349 2.124079 -1.163898 0.047 -0.418 0.563
C 0.654205 2.170580 -0.832177 0.128 0.353 -0.593
C 1.956780 0.060007 -0.484155 0.694 -0.106 -0.694
C 1.084040 0.966285 -0.020027 0.538 -0.175 -1.086
H -1.393355 2.339638 -0.349803 0.643 -0.273 -0.579
H -0.971200 1.146895 -1.416090 -0.329 0.473 0.065
H 0.838817 3.086042 -0.245229 0.079 -0.092 -0.561
H 1.168764 2.185035 -1.852901 -0.240 0.175 1.607
H 1.995583 -1.018692 -0.077398 0.682 2.292 -0.646
H 2.625121 0.436566 -1.375063 -1.454 -1.376 1.558
H 0.533990 0.843276 0.895833 -0.242 -0.310 0.213
```
Positions in Å, forces in eV/Å.

Results
Net charge: 0
F_max in eV Å⁻¹: 4.5
Multiplicity: 2
E_HOMO (spin up / spin down) in eV: -9.046 / -9.027
Calculated total energy in eV: -11365.85373
ΔE to the lowest compared entry with this formula, charge and spin in kJ/mol: 150.0
LUMO energy (spin up / spin down) in eV: 0.64 / -4.05



Q: multiplicity of number 6 (C8H8F2O2S)?
A: 1



Q: What is the multiplicity in the first record?
A: 2